Formula: C2H6OS
Source: the OMol25 dataset
Level of theory: the ωB97M-V functional and the def2-TZVPD basis

```
! wB97M-V def2-TZVPD RIJCOSX def2/J DEFGRID3
* xyz 0 1
C -1.587 -0.543 2.813
S -2.088 1.241 2.606
H -2.313 -1.357 3.210
H -1.196 -0.955 1.852
H -0.698 -0.458 3.614
H -3.076 0.967 1.725
O 3.755 0.756 -4.480
C 2.730 0.300 -3.987
H 2.678 -0.102 -2.893
H 1.794 0.152 -4.460
*
```

Properties
- SMILES: C=O.CS
- Calculated total energy: -15052.26436 eV
- E_LUMO: 0.67 eV
- Energy above the lowest of the compared OMol25 structures with the same formula, charge and spin: 26.9 kcal/mol
- Kohn-Sham gap: 0.3649 Eh